Entry 1:
ORCA calculation (ωB97M-V/def2-TZVPD) on a 10-piece molecular cluster, C37H64F36N10O29S12 overall.

Each atom is followed by the atoms it is bonded to, with distances in Å.
Atoms and positions in Å:
1 C 5.679 0.968 -3.395  C2 1.549, H10 1.089, H11 1.091, H12 1.090
2 C 5.787 -0.416 -2.709  C1 1.549, C3 1.514, N6 1.533, H13 1.088
3 C 5.897 -0.346 -1.201  C2 1.514, O4 1.478, H14 1.090, H15 1.092
4 O 4.699 0.207 -0.534  C3 1.478, C5 1.379
5 C 4.869 0.987 0.590  O4 1.379, H16 1.091, H17 1.095, H18 1.088
6 N 4.640 -1.377 -3.044  C2 1.533, H7 1.018, H8 1.025, H9 1.016
7 H 4.505 -1.435 -4.051  N6 1.018
8 H 4.708 -2.304 -2.612  N6 1.025
9 H 3.820 -0.956 -2.617  N6 1.016
10 H 4.738 1.461 -3.157  C1 1.089
11 H 5.795 0.867 -4.475  C1 1.091
12 H 6.549 1.564 -3.119  C1 1.090
13 H 6.717 -0.886 -3.023  C2 1.088
14 H 6.800 0.210 -0.947  C3 1.090
15 H 5.945 -1.370 -0.825  C3 1.092
16 H 5.644 1.736 0.421  C5 1.091
17 H 5.149 0.268 1.366  C5 1.095
18 H 3.921 1.393 0.938  C5 1.088
19 C -1.726 3.762 3.368  C20 1.520, H29 1.091, H30 1.092, H31 1.091
20 C -1.467 3.019 4.668  C19 1.520, C21 1.562, H32 1.091, H33 1.091
21 C -2.547 3.097 5.794  C20 1.562, N22 1.558, H34 1.090, H35 1.092
22 N -2.315 2.352 7.143  C21 1.558, C23 1.557, C27 1.509, C28 1.534
23 C -1.962 0.883 6.765  N22 1.557, C24 1.522, H36 1.092, H37 1.090
24 C -2.020 -0.036 7.977  C23 1.522, C25 1.557, H38 1.089, H39 1.090
25 C -3.381 0.092 8.722  C24 1.557, C26 1.556, H40 1.092, H41 1.089
26 C -3.572 1.562 9.192  C25 1.556, C27 1.556, H42 1.090, H43 1.092
27 C -3.571 2.517 7.963  N22 1.509, C26 1.556, H44 1.090, H45 1.089
28 C -1.120 2.973 7.877  N22 1.534, H46 1.089, H47 1.089, H48 1.089
29 H -0.908 3.683 2.650  C19 1.091
30 H -1.967 4.808 3.569  C19 1.092
31 H -2.506 3.453 2.671  C19 1.091
32 H -0.521 3.388 5.066  C20 1.091
33 H -1.243 1.989 4.386  C20 1.091
34 H -3.553 2.812 5.487  C21 1.090
35 H -2.725 4.137 6.080  C21 1.092
36 H -2.522 0.314 6.020  C23 1.092
37 H -1.000 0.889 6.253  C23 1.090
38 H -2.049 -1.066 7.623  C24 1.089
39 H -1.278 0.178 8.747  C24 1.090
40 H -4.137 -0.186 7.984  C25 1.092
41 H -3.471 -0.577 9.577  C25 1.089
42 H -4.456 1.632 9.827  C26 1.090
43 H -2.766 1.762 9.901  C26 1.092
44 H -4.308 2.154 7.247  C27 1.090
45 H -3.796 3.528 8.299  C27 1.089
46 H -1.382 4.027 7.958  C28 1.089
47 H -0.204 2.692 7.360  C28 1.089
48 H -1.038 2.534 8.870  C28 1.089
49 C -3.384 -0.542 -5.368  O50 1.452, H60 1.091, H61 1.088, H62 1.089
50 O -3.901 0.748 -5.787  C49 1.452, C51 1.388
51 C -5.274 0.804 -5.986  O50 1.388, C52 1.488, H63 1.094, H64 1.094
52 C -5.685 2.110 -6.568  C51 1.488, N53 1.572, H65 1.089, H66 1.090
53 N -5.257 3.351 -5.704  C52 1.572, H54 1.014, H55 1.018, C56 1.523
54 H -5.744 3.347 -4.814  N53 1.014
55 H -4.314 3.184 -5.358  N53 1.018
56 C -5.366 4.734 -6.333  N53 1.523, C57 1.563, H67 1.088, H68 1.089
57 C -3.951 5.396 -6.356  C56 1.563, O58 1.407, H69 1.093, H70 1.093
58 O -3.507 5.272 -5.027  C57 1.407, C59 1.454
59 C -2.128 5.716 -4.899  O58 1.454, H71 1.091, H72 1.089, H73 1.090
60 H -3.732 -0.826 -4.374  C49 1.091
61 H -2.319 -0.330 -5.306  C49 1.088
62 H -3.651 -1.343 -6.056  C49 1.089
63 H -5.747 0.631 -5.015  C51 1.094
64 H -5.677 0.093 -6.712  C51 1.094
65 H -6.756 2.227 -6.732  C52 1.089
66 H -5.203 2.297 -7.529  C52 1.090
67 H -6.028 5.303 -5.685  C56 1.088
68 H -5.677 4.570 -7.363  C56 1.089
69 H -3.928 6.428 -6.714  C57 1.093
70 H -3.242 4.963 -7.068  C57 1.093
71 H -1.521 5.388 -5.744  C59 1.091
72 H -1.709 5.217 -4.026  C59 1.089
73 H -1.998 6.794 -4.809  C59 1.090
74 C 2.856 -1.820 2.408  O75 1.389, H85 1.093, H86 1.090, H87 1.092
75 O 1.629 -1.253 2.091  C74 1.389, C76 1.430
76 C 1.495 0.153 2.312  O75 1.430, C77 1.541, H88 1.091, H89 1.091
77 C -0.022 0.381 2.470  C76 1.541, N78 1.503, H90 1.089, H91 1.089
78 N -0.711 -0.309 1.327  C77 1.503, H79 1.017, H80 1.023, C81 1.520
79 H -0.096 -1.095 1.130  N78 1.017
80 H -1.585 -0.711 1.674  N78 1.023
81 C -0.903 0.495 0.052  N78 1.520, C82 1.559, H92 1.090, H93 1.088
82 C -1.698 -0.367 -0.975  C81 1.559, O83 1.412, H94 1.093, H95 1.093
83 O -1.105 -1.647 -1.041  C82 1.412, C84 1.413
84 C -1.796 -2.401 -2.016  O83 1.413, H96 1.091, H97 1.093, H98 1.091
85 H 3.648 -1.576 1.696  C74 1.093
86 H 2.797 -2.905 2.324  C74 1.090
87 H 3.261 -1.638 3.406  C74 1.092
88 H 1.968 0.671 1.476  C76 1.091
89 H 2.019 0.470 3.215  C76 1.091
90 H -0.267 1.442 2.493  C77 1.089
91 H -0.377 -0.209 3.314  C77 1.089
92 H 0.098 0.738 -0.304  C81 1.090
93 H -1.386 1.469 0.101  C81 1.088
94 H -1.686 0.214 -1.900  C82 1.093
95 H -2.738 -0.616 -0.749  C82 1.093
96 H -1.610 -2.268 -3.083  C84 1.091
97 H -2.870 -2.535 -1.863  C84 1.093
98 H -1.486 -3.437 -1.876  C84 1.091
99 C -4.739 0.685 1.953  F100 1.334, F101 1.330, F102 1.279, S103 1.958
100 F -4.809 -0.047 0.840  C99 1.334
101 F -3.639 1.424 1.847  C99 1.330
102 F -5.784 1.363 2.243  C99 1.279
103 S -4.346 -0.581 3.394  C99 1.958, O104 1.471, O105 1.491, N106 1.742, S107 2.560
104 O -4.111 0.194 4.622  S103 1.471
105 O -5.539 -1.475 3.357  S103 1.491
106 N -2.904 -1.333 2.772  S103 1.742, S107 1.533
107 S -2.973 -2.742 3.373  S103 2.560, N106 1.533, O108 1.482, O109 1.435, C110 1.900
108 O -3.359 -2.897 4.795  S107 1.482
109 O -3.624 -3.699 2.524  S107 1.435
110 C -1.164 -3.293 3.200  S107 1.900, F111 1.357, F112 1.331, F113 1.331
111 F -0.501 -2.508 4.086  C110 1.357
112 F -1.072 -4.552 3.619  C110 1.331
113 F -0.772 -3.052 1.951  C110 1.331
114 C 2.269 0.061 10.939  F115 1.379, F116 1.324, F117 1.341, S118 1.913
115 F 2.461 -0.992 11.808  C114 1.379
116 F 1.076 0.597 11.150  C114 1.324
117 F 3.233 0.885 11.376  C114 1.341
118 S 2.546 -0.455 9.118  C114 1.913, O119 1.439, O120 1.449, N121 1.674, S122 2.433
119 O 3.734 -1.259 9.226  S118 1.439
120 O 1.320 -1.176 8.846  S118 1.449
121 N 2.842 1.028 8.399  S118 1.674, S122 1.533
122 S 2.557 0.637 6.944  S118 2.433, N121 1.533, O123 1.429, O124 1.436, C125 1.921
123 O 3.558 -0.204 6.367  S122 1.429
124 O 1.246 0.309 6.460  S122 1.436
125 C 2.946 2.321 6.105  S122 1.921, F126 1.346, F127 1.368, F128 1.322
126 F 2.979 2.195 4.766  C125 1.346
127 F 1.906 3.166 6.379  C125 1.368
128 F 4.064 2.824 6.599  C125 1.322
129 C 3.997 -2.613 -8.073  F130 1.338, F131 1.311, F132 1.353, S133 1.877
130 F 4.103 -3.824 -7.515  C129 1.338
131 F 4.712 -2.403 -9.152  C129 1.311
132 F 2.717 -2.523 -8.502  C129 1.353
133 S 4.469 -1.373 -6.746  C129 1.877, O134 1.486, O135 1.472, N136 1.698, S137 2.614
134 O 5.693 -1.903 -6.091  S133 1.486
135 O 4.635 -0.057 -7.384  S133 1.472
136 N 3.144 -1.593 -5.706  S133 1.698, S137 1.503
137 S 2.315 -0.340 -5.685  S133 2.614, N136 1.503, O138 1.422, O139 1.453, C140 1.916
138 O 3.031 0.772 -5.161  S137 1.422
139 O 1.472 -0.171 -6.857  S137 1.453
140 C 1.045 -0.841 -4.340  S137 1.916, F141 1.325, F142 1.321, F143 1.373
141 F 0.307 -1.902 -4.635  C140 1.325
142 F 1.717 -1.015 -3.216  C140 1.321
143 F 0.161 0.168 -4.052  C140 1.373
144 C 7.299 -4.055 -3.162  F145 1.319, F146 1.353, F147 1.336, S148 1.862
145 F 7.458 -2.859 -2.630  C144 1.319
146 F 6.783 -3.922 -4.406  C144 1.353
147 F 8.521 -4.584 -3.272  C144 1.336
148 S 6.078 -5.135 -2.261  C144 1.862, O149 1.453, O150 1.454, N151 1.771, S152 2.612
149 O 5.872 -6.338 -3.048  S148 1.453
150 O 6.773 -5.292 -0.994  S148 1.454
151 N 4.588 -4.179 -2.217  S148 1.771, S152 1.577
152 S 3.898 -4.689 -0.894  S148 2.612, N151 1.577, O153 1.439, O154 1.459, C155 1.970
153 O 3.643 -6.101 -0.779  S152 1.439
154 O 4.375 -4.090 0.347  S152 1.459
155 C 2.127 -3.863 -1.146  S152 1.970, F156 1.339, F157 1.310, F158 1.345
156 F 1.369 -4.229 -0.105  C155 1.339
157 F 2.323 -2.568 -1.118  C155 1.310
158 F 1.559 -4.181 -2.322  C155 1.345
159 C -1.876 -7.649 -3.388  F160 1.300, F161 1.345, F162 1.319, S163 1.992
160 F -0.828 -7.598 -2.621  C159 1.300
161 F -1.489 -8.221 -4.543  C159 1.345
162 F -2.908 -8.386 -3.026  C159 1.319
163 S -2.472 -5.794 -3.806  C159 1.992, O164 1.457, O165 1.469, N166 1.717, S167 2.559
164 O -3.583 -5.484 -2.915  S163 1.457
165 O -1.286 -4.950 -3.608  S163 1.469
166 N -3.091 -6.005 -5.394  S163 1.717, S167 1.537
167 S -2.681 -4.710 -6.114  S163 2.559, N166 1.537, O168 1.488, O169 1.462, C170 1.957
168 O -2.895 -3.390 -5.463  S167 1.488
169 O -1.383 -4.885 -6.764  S167 1.462
170 C -3.859 -4.698 -7.676  S167 1.957, F171 1.318, F172 1.323, F173 1.349
171 F -4.927 -4.018 -7.313  C170 1.318
172 F -3.371 -4.155 -8.780  C170 1.323
173 F -4.157 -5.993 -7.906  C170 1.349
174 C -1.471 5.302 -0.155  F175 1.349, F176 1.331, F177 1.301, S178 1.915
175 F -2.294 4.647 0.688  C174 1.349
176 F -2.298 5.785 -1.078  C174 1.331
177 F -0.834 6.258 0.456  C174 1.301
178 S -0.219 3.969 -0.725  C174 1.915, O179 1.450, O180 1.438, N181 1.701, S182 2.586
179 O 0.151 3.313 0.513  S178 1.450
180 O -0.853 3.043 -1.625  S178 1.438
181 N 1.092 4.863 -1.337  S178 1.701, S182 1.552
182 S 2.030 3.813 -1.993  S178 2.586, N181 1.552, O183 1.510, O184 1.500, C185 1.932
183 O 1.829 2.349 -1.687  S182 1.510
184 O 2.227 4.208 -3.427  S182 1.500
185 C 3.646 4.189 -1.003  S182 1.932, F186 1.317, F187 1.383, F188 1.318
186 F 3.571 3.627 0.186  C185 1.317
187 F 4.758 3.644 -1.616  C185 1.383
188 F 3.799 5.485 -0.815  C185 1.318

As for the LUMO energy: 1.38 eV. Its total charge is -2. For the frontier orbital gap, the calculation gives 6.514 eV.

=====

Entry 2:
ORCA calculation (ωB97M-V/def2-TZVPD) on a 2-piece molecular cluster, C37H65OSi4 overall.

Each atom is followed by the atoms it is bonded to, with distances in Å.
Atoms and positions in Å:
1 C 2.225 -8.805 2.323  C2 1.494, H23 1.092, H24 1.092, H25 1.092
2 C 1.610 -7.469 2.061  C1 1.494, C3 1.381, C22 1.383
3 C 0.257 -7.266 2.251  C2 1.381, C4 1.388, H26 1.076
4 C -0.356 -6.044 2.010  C3 1.388, C5 1.495, C6 1.404
5 C -1.823 -5.974 2.290  C4 1.495, H27 1.085, H28 1.090, H29 1.091
6 C 0.423 -4.972 1.545  C4 1.404, C7 1.524, C20 1.405
7 C -0.165 -3.589 1.291  C6 1.524, C8 1.531, C9 1.545, H30 1.100
8 C -0.608 -2.910 2.589  C7 1.531, H31 1.091, H32 1.091, H33 1.088
9 C -1.269 -3.556 0.211  C7 1.545, C10 1.483, H34 1.088, H35 1.096
10 C -0.858 -4.092 -1.109  C9 1.483, C11 1.386, H36 1.075
11 C -1.674 -4.327 -2.205  C10 1.386, C12 1.442, C18 1.445
12 C -1.073 -4.862 -3.402  C11 1.442, C13 1.493, C14 1.375
13 C 0.386 -5.172 -3.465  C12 1.493, H37 1.091, H38 1.091, H39 1.091
14 C -1.851 -5.103 -4.509  C12 1.375, C15 1.391, H40 1.076
15 C -3.220 -4.862 -4.517  C14 1.391, C16 1.490, C17 1.391
16 C -4.027 -5.141 -5.738  C15 1.490, H41 1.092, H42 1.092, H43 1.092
17 C -3.813 -4.357 -3.365  C15 1.391, C18 1.377, H44 1.076
18 C -3.097 -4.077 -2.223  C11 1.445, C17 1.377, C19 1.493
19 C -3.867 -3.550 -1.057  C18 1.493, H45 1.091, H46 1.090, H47 1.090
20 C 1.803 -5.163 1.363  C6 1.405, C21 1.494, C22 1.387
21 C 2.702 -4.052 0.929  C20 1.494, H48 1.091, H49 1.091, H50 1.091
22 C 2.371 -6.402 1.621  C2 1.383, C20 1.387, H51 1.076
23 H 3.299 -8.794 2.128  C1 1.092
24 H 2.079 -9.110 3.361  C1 1.092
25 H 1.781 -9.571 1.684  C1 1.092
26 H -0.342 -8.084 2.614  C3 1.076
27 H -2.235 -4.973 2.217  C5 1.085
28 H -2.381 -6.610 1.601  C5 1.090
29 H -2.037 -6.325 3.300  C5 1.091
30 H 0.649 -2.973 0.881  C7 1.100
31 H 0.210 -2.873 3.311  C8 1.091
32 H -0.951 -1.889 2.412  C8 1.091
33 H -1.428 -3.442 3.066  C8 1.088
34 H -2.130 -4.116 0.566  C9 1.088
35 H -1.610 -2.521 0.090  C9 1.096
36 H 0.192 -4.297 -1.213  C10 1.075
37 H 0.653 -5.628 -4.420  C13 1.091
38 H 0.987 -4.269 -3.357  C13 1.091
39 H 0.676 -5.876 -2.683  C13 1.091
40 H -1.395 -5.497 -5.401  C14 1.076
41 H -5.082 -4.904 -5.583  C16 1.092
42 H -3.673 -4.548 -6.582  C16 1.092
43 H -3.960 -6.195 -6.015  C16 1.092
44 H -4.876 -4.185 -3.365  C17 1.076
45 H -4.900 -3.339 -1.336  C19 1.091
46 H -3.910 -4.278 -0.247  C19 1.090
47 H -3.454 -2.613 -0.684  C19 1.090
48 H 3.739 -4.383 0.858  C21 1.091
49 H 2.420 -3.670 -0.053  C21 1.091
50 H 2.678 -3.228 1.643  C21 1.091
51 H 3.430 -6.541 1.492  C22 1.076
52 C 4.391 4.776 -0.879  Si53 1.867, H72 1.087, H73 1.087, H74 1.086
53 Si 2.803 3.862 -1.237  C52 1.867, C54 1.865, C55 1.864, Si56 2.322
54 C 2.631 3.819 -3.094  Si53 1.865, H75 1.087, H76 1.087, H77 1.086
55 C 3.070 2.097 -0.698  Si53 1.864, H78 1.086, H79 1.086, H80 1.086
56 Si 0.967 4.815 -0.184  Si53 2.322, Si57 2.333, Si61 2.321, O65 1.686
57 Si 1.350 4.954 2.113  Si56 2.333, C58 1.868, C59 1.865, C60 1.865
58 C 2.871 5.937 2.574  Si57 1.868, H81 1.087, H82 1.086, H83 1.086
59 C -0.049 5.788 3.022  Si57 1.865, H84 1.086, H85 1.086, H86 1.084
60 C 1.594 3.276 2.888  Si57 1.865, H87 1.086, H88 1.085, H89 1.086
61 Si 0.643 6.953 -1.027  Si56 2.321, C62 1.867, C63 1.865, C64 1.864
62 C 2.054 8.115 -0.644  Si61 1.867, H90 1.087, H91 1.087, H92 1.087
63 C 0.430 6.977 -2.880  Si61 1.865, H93 1.087, H94 1.086, H95 1.087
64 C -0.897 7.730 -0.319  Si61 1.864, H96 1.086, H97 1.086, H98 1.086
65 O -0.390 3.935 -0.660  Si56 1.686, C66 1.391
66 C -1.169 3.237 0.257  O65 1.391, C67 1.345, C71 1.503
67 C -0.819 2.008 0.673  C66 1.345, C68 1.498, H99 1.076
68 C -1.601 1.182 1.649  C67 1.498, C69 1.541, H100 1.098, H101 1.098
69 C -2.981 1.772 1.997  C68 1.541, C70 1.534, H102 1.097, H103 1.099
70 C -2.941 3.305 2.067  C69 1.534, C71 1.539, H104 1.100, H105 1.097
71 C -2.426 3.901 0.745  C66 1.503, C70 1.539, H106 1.097, H107 1.096
72 H 5.216 4.302 -1.404  C52 1.087
73 H 4.315 5.809 -1.208  C52 1.087
74 H 4.602 4.763 0.186  C52 1.086
75 H 3.460 3.266 -3.528  C54 1.087
76 H 1.698 3.336 -3.371  C54 1.087
77 H 2.637 4.828 -3.497  C54 1.086
78 H 3.935 1.683 -1.208  C55 1.086
79 H 3.240 2.052 0.374  C55 1.086
80 H 2.197 1.499 -0.941  C55 1.086
81 H 2.977 5.952 3.656  C58 1.087
82 H 3.763 5.492 2.144  C58 1.086
83 H 2.786 6.960 2.221  C58 1.086
84 H 0.072 5.656 4.094  C59 1.086
85 H -0.055 6.851 2.799  C59 1.086
86 H -1.001 5.365 2.721  C59 1.084
87 H 1.730 3.376 3.961  C60 1.086
88 H 0.731 2.647 2.699  C60 1.085
89 H 2.475 2.797 2.468  C60 1.086
90 H 1.849 9.094 -1.069  C62 1.087
91 H 2.177 8.218 0.430  C62 1.087
92 H 2.980 7.736 -1.069  C62 1.087
93 H 0.161 7.979 -3.205  C63 1.087
94 H 1.355 6.688 -3.370  C63 1.086
95 H -0.356 6.286 -3.174  C63 1.087
96 H -1.038 8.720 -0.744  C64 1.086
97 H -1.762 7.117 -0.554  C64 1.086
98 H -0.813 7.820 0.761  C64 1.086
99 H 0.087 1.592 0.267  C67 1.076
100 H -1.720 0.166 1.250  C68 1.098
101 H -1.016 1.065 2.571  C68 1.098
102 H -3.713 1.467 1.239  C69 1.097
103 H -3.351 1.357 2.945  C69 1.099
104 H -3.933 3.709 2.314  C70 1.100
105 H -2.286 3.610 2.892  C70 1.097
106 H -2.242 4.977 0.843  C71 1.097
107 H -3.192 3.802 -0.033  C71 1.096

As for the LUMO energy: -5.35 eV. Its total charge is +1. For the frontier orbital gap, the calculation gives 4.498 eV.

=====

Which of these has the highest LUMO energy?
C37H64F36N10O29S12

=====

What is the total charge in the second record?
+1

=====

Among the records above, which one has the highest frontier orbital gap?
C37H64F36N10O29S12